1.
{"formula": "C26H36F7N5O31", "method": "ωB97M-V/def2-TZVPD", "symbols": ["O", "C", "O", "C", "C", "F", "O", "H", "H", "H", "O", "C", "O", "C", "C", "F", "O", "H", "H", "H", "O", "C", "O", "C", "C", "F", "O", "H", "H", "H", "O", "C", "O", "C", "C", "F", "O", "H", "H", "H", "O", "C", "O", "C", "C", "F", "O", "H", "H", "H", "O", "C", "O", "C", "C", "F", "O", "H", "H", "H", "O", "C", "O", "C", "C", "F", "O", "H", "H", "H", "C", "N", "O", "O", "H", "H", "H", "C", "N", "O", "O", "H", "H", "H", "C", "N", "O", "O", "H", "H", "H", "C", "N", "O", "O", "H", "H", "H", "C", "N", "O", "O", "H", "H", "H"], "coordinates": [[14.69, 1.07, 32.00], [14.38, 0.00, 31.47], [14.90, -0.51, 30.37], [14.05, -1.52, 29.90], [13.48, -2.01, 31.21], [14.24, -2.98, 31.81], [13.46, -0.85, 31.96], [13.28, -1.04, 29.30], [14.57, -2.34, 29.39], [12.44, -2.34, 31.17], [20.29, -7.21, 27.66], [20.00, -7.41, 28.81], [19.81, -6.54, 29.76], [19.45, -7.20, 30.96], [19.96, -8.65, 30.77], [19.02, -9.46, 31.19], [20.07, -8.68, 29.38], [19.82, -6.73, 31.87], [18.37, -7.06, 31.01], [20.90, -8.89, 31.27], [20.54, -4.22, 31.42], [19.72, -3.29, 31.22], [19.55, -2.24, 31.99], [18.94, -1.21, 31.30], [18.19, -2.07, 30.30], [18.21, -1.34, 29.19], [19.03, -3.21, 30.07], [18.29, -0.74, 32.03], [19.68, -0.49, 30.94], [17.16, -2.35, 30.55], [15.89, 5.29, 31.47], [16.77, 4.41, 31.49], [17.16, 3.84, 32.59], [18.34, 2.98, 32.33], [18.38, 2.88, 30.80], [17.98, 1.73, 30.39], [17.42, 3.85, 30.42], [19.21, 3.43, 32.81], [18.21, 2.01, 32.81], [19.28, 3.19, 30.27], [16.82, -0.65, 34.28], [17.40, -0.77, 35.35], [17.02, -0.16, 36.47], [17.98, -0.40, 37.44], [19.18, -0.92, 36.77], [19.64, -1.98, 37.47], [18.57, -1.33, 35.56], [18.35, 0.53, 37.89], [17.65, -1.02, 38.28], [20.04, -0.28, 36.59], [15.80, -6.44, 29.26], [16.31, -5.65, 28.50], [16.90, -5.97, 27.27], [17.77, -4.94, 26.86], [17.05, -3.82, 27.46], [16.08, -3.57, 26.63], [16.39, -4.30, 28.64], [18.77, -4.98, 27.31], [17.81, -4.80, 25.78], [17.56, -2.87, 27.58], [17.20, -7.54, 33.48], [17.55, -6.44, 33.91], [18.78, -5.93, 34.16], [18.62, -4.54, 34.49], [17.14, -4.25, 34.29], [16.89, -3.49, 33.23], [16.66, -5.56, 34.33], [18.87, -4.46, 35.55], [19.19, -3.86, 33.86], [16.68, -3.76, 35.15], [16.47, 0.96, 27.66], [16.85, 0.27, 26.41], [17.11, -0.92, 26.42], [17.02, 0.98, 25.38], [15.40, 1.08, 27.48], [16.93, 1.95, 27.57], [16.81, 0.35, 28.50], [22.12, -0.89, 28.22], [22.50, -0.05, 27.04], [23.29, 0.88, 27.22], [22.17, -0.45, 25.92], [21.23, -1.41, 27.87], [21.88, -0.13, 28.97], [23.00, -1.52, 28.35], [21.22, 1.99, 35.00], [21.03, 0.67, 34.22], [20.42, 0.82, 33.15], [21.49, -0.35, 34.66], [20.97, 1.82, 36.05], [20.54, 2.75, 34.62], [22.30, 2.15, 34.98], [23.26, -2.17, 31.98], [24.58, -1.95, 31.30], [24.70, -1.22, 30.27], [25.52, -2.60, 31.76], [22.60, -2.39, 31.14], [22.96, -1.28, 32.53], [23.36, -3.03, 32.63], [22.69, -5.42, 29.10], [24.15, -5.45, 28.68], [24.83, -4.44, 28.96], [24.54, -6.44, 28.12], [22.54, -6.03, 29.98], [22.19, -5.65, 28.16], [22.29, -4.46, 29.44]], "e_tot_ha": -4317.11968, "largest_force_ev_per_a": 6.20, "e_above_lowest_kj_mol": 428.5, "multiplicity": 1}

---

2.
{"formula": "C19H18N2O6S3", "method": "ωB97M-V/def2-TZVPD", "symbols": ["C", "O", "C", "C", "C", "C", "C", "C", "O", "O", "C", "C", "S", "O", "O", "N", "C", "C", "C", "C", "N", "C", "S", "C", "S", "C", "C", "C", "O", "C", "H", "H", "H", "H", "H", "H", "H", "H", "H", "H", "H", "H", "H", "H", "H", "H", "H", "H"], "coordinates": [[-0.08, -4.11, -0.96], [0.04, -4.12, 0.44], [0.10, -2.86, 1.03], [-1.09, -2.30, 1.52], [-1.12, -1.04, 2.13], [-2.34, -0.44, 2.71], [-3.57, -1.05, 2.79], [-4.74, -0.47, 3.44], [-5.69, -1.23, 3.57], [-4.75, 0.80, 3.86], [0.07, -0.27, 2.16], [1.24, -0.81, 1.63], [2.74, 0.22, 1.62], [2.44, 1.52, 2.23], [3.94, -0.40, 2.21], [3.13, 0.42, -0.01], [2.19, 1.07, -0.78], [1.52, 0.36, -1.76], [0.52, 1.01, -2.56], [0.21, 2.38, -2.39], [-0.68, 3.15, -3.17], [-0.70, 4.43, -2.77], [-1.65, 5.71, -3.51], [-1.59, 5.14, -5.23], [0.37, 4.77, -1.42], [0.90, 3.11, -1.42], [1.88, 2.46, -0.63], [1.28, -2.12, 1.09], [2.45, -2.60, 0.62], [2.97, -3.64, 1.48], [-0.95, -3.53, -1.31], [0.84, -3.66, -1.37], [-0.10, -5.15, -1.41], [-2.00, -2.85, 1.42], [-2.24, 0.53, 3.12], [-3.69, -2.07, 2.46], [-3.90, 1.23, 3.74], [0.05, 0.71, 2.64], [3.40, -0.48, -0.37], [1.76, -0.69, -1.99], [-0.09, 0.52, -3.35], [-1.93, 5.95, -5.89], [-0.59, 4.81, -5.53], [-2.28, 4.30, -5.38], [2.39, 3.03, 0.11], [2.53, -4.61, 1.28], [2.79, -3.44, 2.56], [4.04, -3.72, 1.32]], "e_tot_ha": -2490.27544, "largest_force_ev_per_a": 3.60, "e_above_lowest_kj_mol": 141.8, "multiplicity": 1}

---

3.
{"formula": "CH6N4O2", "method": "ωB97M-V/def2-TZVPD", "symbols": ["N", "C", "O", "N", "N", "N", "O", "H", "H", "H", "H", "H", "H"], "coordinates": [[2.41, 0.01, -0.28], [1.05, 0.04, -0.19], [0.62, 1.34, 0.32], [0.36, -1.04, -0.43], [-1.02, -1.19, -0.18], [-1.79, -0.23, 0.36], [-1.96, 0.96, -0.66], [2.82, -0.73, -0.76], [2.88, 0.85, -0.04], [-0.07, 1.73, -0.16], [-1.29, -2.02, -0.71], [-1.15, 0.27, 1.22], [-2.70, 1.57, -0.57]], "e_tot_ha": -411.05357, "largest_force_ev_per_a": 4.43, "e_above_lowest_kj_mol": 354.5, "multiplicity": 1}

---

4.
{"formula": "CH10Si3", "method": "ωB97M-V/def2-TZVPD", "symbols": ["C", "Si", "Si", "Si", "H", "H", "H", "H", "H", "H", "H", "H", "H", "H"], "coordinates": [[0.95, -0.26, 0.54], [-2.37, 0.84, 0.17], [0.75, -2.03, -0.07], [1.56, 1.33, -0.22], [0.58, -0.10, 1.48], [-3.14, 1.40, -0.94], [-2.38, 2.13, 0.99], [-2.67, -0.56, 0.65], [0.84, -2.33, -1.58], [1.88, -2.99, 0.22], [-0.62, -2.71, 0.13], [3.02, 1.48, -0.26], [0.85, 2.41, 0.47], [0.75, 1.39, -1.59]], "e_tot_ha": -912.34645, "largest_force_ev_per_a": 2.69, "e_above_lowest_kj_mol": 303.1, "multiplicity": 1}

---

5.
{"formula": "C14H46N2O9", "method": "ωB97M-V/def2-TZVPD", "symbols": ["N", "C", "N", "O", "H", "H", "H", "H", "C", "C", "O", "H", "H", "H", "H", "H", "H", "C", "C", "O", "H", "H", "H", "H", "H", "H", "C", "C", "O", "H", "H", "H", "H", "H", "H", "C", "C", "O", "H", "H", "H", "H", "H", "H", "C", "C", "O", "H", "H", "H", "H", "H", "H", "C", "O", "H", "H", "H", "H", "C", "O", "H", "H", "H", "H", "C", "O", "H", "H", "H", "H"], "coordinates": [[-2.30, 3.48, -1.21], [-2.83, 2.49, -0.47], [-4.07, 2.84, -0.59], [-2.14, 1.30, -0.36], [-1.40, 3.29, -1.58], [-2.05, 4.37, -0.73], [-4.79, 2.09, -0.51], [-4.30, 3.52, 0.22], [3.65, -1.04, -3.07], [3.73, -0.83, -4.56], [3.79, -2.08, -5.18], [4.64, -1.47, -2.82], [2.82, -1.66, -2.75], [3.51, -0.12, -2.54], [4.72, -0.30, -4.73], [2.98, -0.14, -5.01], [2.96, -2.29, -5.62], [2.35, -0.51, 0.49], [1.19, 0.11, 1.38], [0.44, -1.07, 1.72], [1.88, -0.90, -0.44], [2.94, -1.23, 1.07], [3.08, 0.24, 0.10], [0.56, 0.81, 0.80], [1.56, 0.71, 2.21], [-0.34, -0.72, 2.07], [1.43, 3.22, -0.30], [1.31, 2.34, -1.52], [0.13, 2.64, -2.20], [2.31, 2.83, 0.22], [0.63, 3.15, 0.44], [1.48, 4.27, -0.60], [1.17, 1.26, -1.36], [2.17, 2.55, -2.22], [0.22, 2.17, -3.01], [-0.02, -2.49, -1.88], [-0.73, -1.22, -2.31], [-1.49, -1.50, -3.49], [0.65, -2.28, -1.08], [0.53, -3.02, -2.69], [-0.71, -3.10, -1.31], [-0.04, -0.39, -2.36], [-1.34, -0.96, -1.40], [-2.35, -1.83, -3.24], [-0.38, 2.84, 2.95], [-1.63, 3.73, 3.00], [-2.76, 2.94, 3.03], [-0.43, 2.22, 2.05], [-0.38, 2.03, 3.69], [0.47, 3.51, 3.04], [-1.75, 4.19, 2.00], [-1.60, 4.55, 3.80], [-2.73, 2.10, 3.49], [-1.63, -3.75, 1.63], [-2.48, -3.98, 0.56], [-2.03, -2.96, 2.20], [-0.76, -3.33, 1.12], [-1.42, -4.60, 2.22], [-3.42, -3.87, 0.84], [2.30, -4.01, 1.81], [1.68, -3.18, 2.78], [1.85, -3.62, 0.92], [2.13, -5.10, 1.88], [3.40, -4.01, 1.62], [1.60, -2.30, 2.46], [-3.07, -0.36, 2.20], [-2.33, 0.08, 3.32], [-3.74, 0.29, 1.71], [-3.59, -1.26, 2.52], [-2.31, -0.71, 1.51], [-2.93, 0.06, 4.06]], "e_tot_ha": -1347.41065, "largest_force_ev_per_a": 10.41, "e_above_lowest_kj_mol": 332.4, "multiplicity": 1}

---

6.
{"formula": "C38H76BNO19P4", "method": "ωB97M-V/def2-TZVPD", "symbols": ["C", "B", "O", "C", "C", "C", "C", "C", "C", "C", "C", "O", "C", "C", "N", "C", "C", "C", "O", "H", "H", "H", "H", "H", "H", "H", "H", "H", "H", "H", "H", "H", "H", "H", "H", "C", "C", "O", "P", "O", "O", "C", "C", "O", "C", "C", "H", "H", "H", "H", "H", "H", "H", "H", "H", "H", "H", "H", "H", "H", "H", "C", "C", "O", "P", "O", "O", "C", "C", "O", "C", "C", "H", "H", "H", "H", "H", "H", "H", "H", "H", "H", "H", "H", "H", "H", "H", "C", "C", "O", "P", "O", "O", "C", "C", "O", "C", "C", "H", "H", "H", "H", "H", "H", "H", "H", "H", "H", "H", "H", "H", "H", "H", "C", "C", "O", "P", "O", "O", "C", "C", "O", "C", "C", "H", "H", "H", "H", "H", "H", "H", "H", "H", "H", "H", "H", "H", "H", "H"], "coordinates": [[-0.52, -2.91, -0.95], [-0.91, -1.49, -1.47], [0.00, -0.75, -2.20], [-2.36, -0.95, -1.10], [-3.40, -1.88, -1.01], [-4.67, -1.49, -0.66], [-4.94, -0.16, -0.40], [-3.94, 0.79, -0.50], [-2.65, 0.40, -0.86], [-1.62, 1.51, -0.92], [-6.31, 0.27, 0.02], [-6.45, 1.40, 0.45], [-7.45, -0.70, -0.06], [-8.91, -0.29, 0.17], [-9.20, 1.04, 0.69], [-7.18, -1.98, -0.35], [-8.22, -3.06, -0.48], [-5.78, -2.46, -0.55], [-5.55, -3.66, -0.63], [-1.07, -3.65, -1.54], [-0.87, -3.03, 0.08], [0.56, -3.10, -0.99], [0.62, -0.26, -1.65], [-3.19, -2.92, -1.22], [-4.16, 1.83, -0.30], [-0.86, 1.35, -1.68], [-2.16, 2.41, -1.20], [-1.21, 1.65, 0.08], [-9.32, -1.00, 0.89], [-9.45, -0.47, -0.76], [-8.64, 1.17, 1.52], [-8.84, 1.74, 0.05], [-7.94, -3.66, -1.34], [-8.18, -3.75, 0.37], [-9.21, -2.68, -0.66], [1.85, 8.04, -4.64], [0.94, 7.93, -3.43], [-0.34, 7.40, -3.78], [-0.54, 5.81, -3.87], [-0.29, 5.21, -2.56], [-2.17, 5.76, -4.00], [-2.92, 4.75, -3.33], [-3.71, 5.35, -2.20], [-0.29, 5.65, -5.44], [-0.95, 4.62, -6.20], [-1.93, 5.27, -7.15], [2.10, 7.05, -5.02], [2.77, 8.56, -4.38], [1.35, 8.58, -5.44], [1.40, 7.32, -2.64], [0.75, 8.92, -3.01], [-2.27, 3.95, -2.97], [-3.60, 4.31, -4.07], [-3.05, 5.85, -1.49], [-4.29, 4.59, -1.67], [-4.40, 6.11, -2.58], [-1.43, 3.89, -5.56], [-0.17, 4.10, -6.77], [-2.70, 5.80, -6.59], [-2.41, 4.51, -7.78], [-1.42, 5.99, -7.78], [-3.64, -11.47, -2.68], [-2.34, -11.38, -1.90], [-2.07, -10.04, -1.48], [-2.73, -9.49, -0.13], [-2.25, -10.29, 1.01], [-1.90, -8.09, 0.02], [-1.46, -7.63, 1.30], [0.05, -7.74, 1.40], [-4.02, -8.80, -0.77], [-4.62, -7.63, -0.17], [-4.40, -6.44, -1.07], [-4.50, -11.26, -2.03], [-3.77, -12.47, -3.09], [-3.66, -10.75, -3.49], [-2.35, -12.05, -1.04], [-1.51, -11.67, -2.54], [-1.94, -8.18, 2.10], [-1.76, -6.58, 1.38], [0.37, -8.77, 1.26], [0.40, -7.39, 2.37], [0.52, -7.14, 0.62], [-4.22, -7.45, 0.83], [-5.69, -7.84, -0.06], [-3.34, -6.24, -1.19], [-4.89, -5.55, -0.67], [-4.81, -6.65, -2.06], [1.55, -1.30, 5.49], [1.63, -0.26, 4.40], [2.85, -0.37, 3.65], [2.95, -1.43, 2.42], [2.03, -0.83, 1.42], [4.38, -0.90, 1.80], [4.59, -0.82, 0.39], [4.65, 0.63, -0.04], [3.67, -2.55, 3.32], [4.64, -3.46, 2.75], [6.00, -3.14, 3.33], [1.47, -2.31, 5.07], [0.67, -1.13, 6.12], [2.44, -1.28, 6.11], [0.77, -0.32, 3.72], [1.63, 0.74, 4.83], [3.81, -1.35, -0.16], [5.54, -1.31, 0.18], [3.73, 1.15, 0.22], [4.81, 0.71, -1.12], [5.47, 1.15, 0.47], [4.65, -3.42, 1.67], [4.34, -4.47, 3.04], [6.30, -2.13, 3.07], [6.75, -3.84, 2.97], [5.97, -3.19, 4.42], [8.86, 7.71, 1.89], [9.11, 6.27, 2.30], [8.01, 5.75, 3.07], [6.74, 5.15, 2.32], [7.15, 3.99, 1.50], [5.98, 4.46, 3.59], [5.33, 3.20, 3.46], [6.08, 2.13, 4.21], [5.83, 6.46, 2.33], [4.39, 6.38, 2.39], [3.93, 6.91, 3.73], [8.03, 7.78, 1.18], [9.74, 8.13, 1.41], [8.60, 8.32, 2.75], [9.29, 5.64, 1.43], [9.98, 6.22, 2.95], [5.21, 2.92, 2.41], [4.32, 3.31, 3.88], [7.11, 2.04, 3.84], [5.59, 1.16, 4.10], [6.15, 2.38, 5.27], [4.04, 5.37, 2.22], [4.00, 7.01, 1.59], [4.33, 6.30, 4.54], [2.85, 6.91, 3.79], [4.30, 7.93, 3.88]], "e_tot_ha": -4368.43153, "largest_force_ev_per_a": 7.38, "multiplicity": 1}

---

7.
{"formula": "C3H11NO4", "method": "ωB97M-V/def2-TZVPD", "symbols": ["C", "N", "C", "O", "O", "C", "H", "H", "H", "H", "H", "H", "H", "H", "H", "O", "H", "H", "O"], "coordinates": [[-1.15, -0.57, 1.91], [-1.62, -0.71, 0.49], [-0.80, -0.93, -0.54], [-1.46, -0.97, -1.69], [0.43, -0.93, -0.45], [-1.30, 0.87, 2.35], [-0.12, -0.94, 1.90], [-1.70, -1.37, 2.41], [-2.61, -0.51, 0.34], [-0.98, -1.28, -2.47], [-1.63, 0.86, 3.39], [-0.39, 1.47, 2.30], [-2.00, 1.47, 1.76], [3.93, 1.01, 0.24], [2.93, 0.51, -0.78], [3.55, 1.25, -0.64], [1.90, 0.53, -4.22], [1.64, 0.24, -2.71], [1.38, 0.00, -3.59]], "e_tot_ha": -476.28313, "largest_force_ev_per_a": 4.37, "e_above_lowest_kj_mol": 118.7, "multiplicity": 2, "charge": 1}

---

8.
{"formula": "C2H10O5", "method": "ωB97M-V/def2-TZVPD", "symbols": ["C", "C", "O", "O", "H", "H", "H", "H", "O", "H", "H", "O", "H", "H", "O", "H", "H"], "coordinates": [[0.49, 2.27, 0.03], [0.10, 0.81, -0.09], [-0.58, 0.24, 0.73], [0.78, 0.18, -1.00], [1.58, 2.26, 0.42], [-0.10, 2.91, 0.59], [0.31, 2.64, -0.94], [0.78, -0.82, -1.28], [-2.14, -1.94, -1.55], [-2.56, -2.08, -0.67], [-2.58, -1.03, -1.55], [-0.21, 1.66, 2.99], [-0.61, 1.15, 2.33], [0.64, 1.16, 3.09], [1.63, -2.51, -1.22], [2.25, -2.62, -0.52], [0.97, -3.07, -0.64]], "e_tot_ha": -458.37204, "largest_force_ev_per_a": 3.96, "e_above_lowest_kj_mol": 183.4, "multiplicity": 1}